# C6H10O2Si

C6H10O2Si in the gas phase at a distorted geometry (ωB97M-V/def2-TZVPD, OMol25).

Output
LUMO energy (alpha / beta) (eV): 0.287 / 0.286
Charge: 0
Energy relative to the best compared isomer or geometry (same formula, charge and spin) (eV): 5.837

```
19
C6H10O2Si | OMol25 | ωB97M-V/def2-TZVPD
C -1.92 -1.00 -0.14
C -2.53 0.40 -0.02
C -0.58 -1.19 -0.18
C -0.81 1.94 0.75
C 1.75 0.35 1.52
C 0.92 1.09 -1.55
O -1.69 1.33 0.27
O -0.06 -2.47 0.17
Si 1.03 -0.22 -0.17
H -2.72 -1.80 0.03
H -3.45 0.76 -0.29
H 2.59 1.00 1.32
H 1.07 0.81 2.21
H 1.92 -0.55 2.04
H 2.04 1.33 -1.61
H 0.57 0.63 -2.45
H 0.37 1.99 -1.47
H -0.66 -3.15 -0.21
H 2.15 -1.24 -0.20
```

Results of the Löwdin charge analysis, in e, for atoms 1 through 6:
1. C -0.06
2. C -0.15
3. C -0.37
4. C 0.19
5. C -0.22
6. C -0.21